[1]
C23H20MnN8O3 as an isolated structure, computed with ωB97M-V with the def2-TZVPD basis set.

Element x y z (Å)
Mn -0.101 -0.400 0.005
C 3.279 -3.313 -0.658
O 2.362 -4.394 -0.838
C 1.039 -4.247 -0.605
C 0.332 -5.440 -0.474
C -1.036 -5.486 -0.241
C -1.745 -4.307 -0.144
C -1.060 -3.098 -0.320
C -1.912 -1.919 -0.436
N -1.655 -0.881 -1.171
N -2.671 0.113 -1.184
C -2.422 0.997 -0.279
O -1.361 0.941 0.515
C -3.366 2.113 -0.057
C -2.940 3.245 0.630
C -3.816 4.302 0.821
C -5.113 4.222 0.335
C -5.540 3.089 -0.345
C -4.668 2.031 -0.544
C 0.331 -3.043 -0.496
O 0.945 -1.834 -0.556
H 4.262 -3.759 -0.773
H 3.187 -2.886 0.341
H 3.129 -2.540 -1.409
H 0.904 -6.356 -0.539
H -1.533 -6.440 -0.136
H -2.815 -4.301 0.019
H -2.887 -1.951 0.054
H -1.929 3.292 1.009
H -3.490 5.188 1.349
H -5.798 5.046 0.487
H -6.553 3.031 -0.719
H -4.986 1.146 -1.077
N 0.570 0.988 -3.035
C 1.490 1.349 -2.141
N 2.542 2.044 -2.563
C 3.422 2.372 -1.622
N 4.489 3.085 -1.981
N 3.341 2.035 -0.302
C 2.267 1.355 -0.004
N 1.296 0.997 -0.847
C 2.098 0.920 1.424
C 2.921 1.402 2.420
C 2.699 0.977 3.723
C 1.671 0.091 3.987
C 0.887 -0.348 2.933
N 1.106 0.054 1.683
H 0.709 1.258 -3.993
H -0.237 0.441 -2.783
H 4.610 3.353 -2.941
H 5.174 3.334 -1.290
H 3.710 2.095 2.168
H 3.324 1.339 4.528
H 1.464 -0.260 4.988
H 0.071 -1.041 3.088

Results
electronic energy = -73555.89381 eV
LUMO (spin up / spin down) = -4.244 / -3.890 eV
spin multiplicity = 5
net charge = +1
HOMO (spin up / spin down) = -10.89 / -10.93 eV

From a natural (NBO) analysis of the wavefunction, the atomic charges in e read: 1.60 -0.24 -0.48 0.26 -0.18 -0.22 -0.15 -0.21 0.13 -0.36 -0.37 0.54 -0.75 -0.07 -0.20 -0.20 -0.18 -0.21 -0.18 0.27 -0.73 0.20 0.17 0.19 0.24 0.23 0.23 0.23 0.22 0.22 0.22 0.22 0.23 -0.75 0.64 -0.56 0.61 -0.74 -0.53 0.46 -0.67 0.16 -0.18 -0.12 -0.22 0.08 -0.52 0.43 0.42 0.42 0.42 0.26 0.24 0.25 0.22



[2]
C23H20N6O2S2ScSeSi as an isolated structure, computed with ωB97M-V with the def2-TZVPD basis set.

Element x y z (Å)
Sc -0.276 0.412 -0.265
O 4.870 -2.876 4.585
N 4.796 -2.527 3.421
O 5.704 -2.647 2.620
C 3.512 -1.993 2.945
C 2.452 -2.249 3.748
C 1.149 -1.824 3.388
C 0.021 -2.068 4.167
C -1.211 -1.618 3.734
C -1.288 -0.937 2.521
N -0.239 -0.684 1.751
C 0.992 -1.120 2.172
C 2.093 -0.831 1.349
N 1.818 -0.118 0.201
C 2.871 0.211 -0.596
C 4.155 -0.154 -0.315
C 4.446 -0.907 0.838
C 3.408 -1.258 1.695
H 2.610 -2.792 4.668
H 0.124 -2.607 5.102
H -2.112 -1.789 4.306
H -2.243 -0.585 2.150
H 2.633 0.790 -1.479
H 4.949 0.140 -0.986
H 5.457 -1.203 1.045
N -2.477 -1.514 -6.104
C -1.738 -1.679 -5.240
C -0.809 -1.879 -4.163
C 0.226 -2.803 -4.269
C 1.091 -2.948 -3.203
C 0.902 -2.163 -2.079
N -0.087 -1.272 -1.976
C -0.932 -1.136 -2.998
H 0.342 -3.387 -5.172
H 1.909 -3.654 -3.235
H 1.566 -2.243 -1.228
H -1.726 -0.410 -2.886
S 0.627 3.395 1.947
C -0.014 2.272 1.161
S -4.603 -1.584 -0.609
C -3.286 -0.701 -0.448
N -2.307 -0.046 -0.327
C -2.669 3.568 -0.887
Si -1.655 3.365 -2.448
C -1.179 5.042 -3.124
C -2.631 2.405 -3.722
Se 0.278 2.239 -2.009
H -3.600 4.102 -1.100
H -2.118 4.141 -0.139
H -2.926 2.598 -0.456
H -2.053 5.564 -3.523
H -0.446 4.940 -3.926
H -0.736 5.664 -2.344
H -3.435 3.015 -4.143
H -3.088 1.516 -3.278
H -1.986 2.082 -4.542

Results
electronic energy = -152807.51143 eV
LUMO (spin up / spin down) = -1.470 / -1.317 eV
spin multiplicity = 2
ΔE to the lowest compared entry with this formula, charge and spin = 0.00 kJ/mol
HOMO (spin up / spin down) = -5.81 / -8.29 eV

From a natural (NBO) analysis of the wavefunction, the atomic charges in e read: 1.48 -0.39 0.53 -0.38 0.00 -0.12 -0.13 -0.10 -0.29 0.11 -0.56 0.19 0.10 -0.66 0.03 -0.28 -0.22 0.00 0.25 0.22 0.23 0.22 0.22 0.23 0.25 -0.26 0.26 -0.20 -0.09 -0.25 0.10 -0.50 0.13 0.24 0.24 0.22 0.24 0.35 -0.27 -0.12 0.21 -0.82 -1.13 1.51 -1.13 -1.13 -0.71 0.24 0.23 0.25 0.24 0.24 0.24 0.24 0.24 0.24



What is the formula in the first record? C23H20MnN8O3



What is the spin multiplicity in the first record? 5